1.
{
  "formula": "C14H8Cl32N3O2S",
  "method": "the ωB97M-V functional and the def2-TZVPD basis",
  "e_lumo_ha": 0.0486,
  "homo_lumo_gap_ha": 0.2139,
  "total_charge": -1,
  "symbols": ["C", "C", "C", "N", "C", "N", "N", "C", "S", "C", "O", "O", "H", "H", "H", "H", "H", "H", "H", "H", "C", "Cl", "Cl", "Cl", "Cl", "C", "Cl", "Cl", "Cl", "Cl", "C", "Cl", "Cl", "Cl", "Cl", "C", "Cl", "Cl", "Cl", "Cl", "C", "Cl", "Cl", "Cl", "Cl", "C", "Cl", "Cl", "Cl", "Cl", "C", "Cl", "Cl", "Cl", "Cl", "C", "Cl", "Cl", "Cl", "Cl"],
  "coordinates": [[3.84614, 0.61859, 0.83946], [2.50698, -0.24741, 0.76596], [1.19555, 0.51275, 0.20181], [2.36402, -1.51997, 1.07540], [3.08679, -1.88748, 2.31726], [3.07184, -3.41569, 2.40991], [3.21828, -3.98837, 1.10875], [4.46785, -3.88645, 0.70004], [5.79108, -3.17037, -0.05749], [2.31648, -1.38444, 3.66708], [1.84182, -0.19995, 3.79467], [2.19933, -2.26682, 4.74655], [3.76365, 1.54621, 1.52837], [4.01080, 1.04963, -0.22515], [4.79108, 0.02912, 1.08961], [1.47768, 1.57244, -0.12518], [0.31493, 0.45678, 0.93664], [0.91414, -0.05703, -0.76331], [4.20379, -1.60164, 2.32806], [3.97770, -3.63473, 2.87674], [6.52264, -2.78262, -4.20079], [6.86375, -2.56167, -5.93160], [5.73481, -4.35449, -3.94853], [8.04605, -2.73007, -3.28619], [5.44771, -1.48447, -3.63904], [-2.54406, -1.47382, -1.12330], [-3.53896, -2.89874, -0.75288], [-2.63083, -1.13107, -2.86816], [-3.14703, -0.07308, -0.20167], [-0.85977, -1.79244, -0.66746], [-4.48335, 2.98385, -3.50719], [-6.18821, 2.67695, -3.90025], [-3.49286, 2.78501, -4.97005], [-4.30744, 4.64252, -2.89316], [-3.94403, 1.83354, -2.26569], [-0.01787, 2.94453, 4.34228], [1.67403, 3.27152, 4.77644], [-0.71408, 1.79377, 5.50048], [-0.94561, 4.46261, 4.38339], [-0.08332, 2.25437, 2.70868], [5.61308, 4.07420, 2.80948], [6.42928, 5.40978, 3.65372], [4.05249, 3.74280, 3.59169], [5.34036, 4.52581, 1.11198], [6.63193, 2.61997, 2.87850], [-7.27946, -1.66005, -3.36429], [-5.52004, -1.63720, -3.11513], [-7.77346, -3.26420, -3.94974], [-8.10007, -1.31280, -1.82657], [-7.72812, -0.43015, -4.56576], [-4.08560, -6.97006, -0.86955], [-3.73802, -6.73363, -2.59608], [-4.84477, -8.55933, -0.62995], [-2.57231, -6.89020, 0.05584], [-5.18995, -5.69603, -0.30895], [-5.61912, 7.18762, 0.08240], [-5.27984, 7.45373, -1.64162], [-6.39263, 5.60268, 0.29521], [-4.09817, 7.23231, 0.99885], [-6.70635, 8.46230, 0.67542]],
  "lowdin_charge": [-0.060, -0.317, -0.119, 0.084, -0.274, -0.052, -0.034, -0.597, 0.535, -0.493, -0.124, -0.208, 0.059, 0.086, 0.060, 0.073, 0.022, 0.024, 0.125, 0.102, -2.033, 0.499, 0.508, 0.498, 0.506, -1.962, 0.481, 0.468, 0.499, 0.603, -1.997, 0.500, 0.517, 0.486, 0.467, -1.987, 0.472, 0.541, 0.490, 0.562, -2.010, 0.502, 0.467, 0.507, 0.519, -2.006, 0.473, 0.511, 0.517, 0.495, -2.027, 0.510, 0.506, 0.531, 0.490, -2.025, 0.485, 0.514, 0.521, 0.509]
}

***

2.
{
  "formula": "C14H8ClNO5S2",
  "method": "the ωB97M-V functional and the def2-TZVPD basis",
  "e_lumo_ha": -0.0097,
  "homo_lumo_gap_ha": 0.3023,
  "de_lowest_kj_mol": 8.21,
  "total_charge": 0,
  "smiles": "O=C1Oc2ccc(Cl)cc2[C@@H]2c3sc(=O)[nH]c3S[C@H](C(=O)O)[C@H]12",
  "symbols": ["O", "O", "O", "Cl", "O", "O", "S", "S", "C", "C", "C", "C", "C", "C", "C", "C", "C", "C", "C", "N", "C", "C", "C", "H", "H", "H", "H", "H", "H", "H", "H"],
  "coordinates": [[-4.48897, -1.42581, 0.84605], [0.18042, 2.66960, 1.61810], [3.58031, 0.11254, 2.33499], [-0.72030, 2.76106, -3.09668], [2.44459, 2.66384, 2.16240], [3.18938, -0.00358, 0.05044], [-1.99869, -1.50729, -0.23360], [-0.80661, 0.42190, 3.47317], [-3.28933, -1.12747, 0.80729], [1.13649, 2.15342, 2.08813], [2.80606, -0.13419, 1.36604], [-1.54317, -0.38174, 2.08722], [-0.95172, -0.69675, 0.91914], [1.88703, 2.04937, -2.65689], [2.75088, 1.28862, -1.87599], [0.11639, 1.08046, -1.38346], [0.55799, 1.96956, -2.35507], [2.32006, 0.60116, -0.78526], [0.96359, 0.44437, -0.55277], [-2.89456, -0.74875, 2.04829], [0.90868, 0.80102, 2.72884], [0.52271, -0.52296, 0.58468], [1.37229, -0.38216, 1.79516], [3.05853, 1.97470, 2.44466], [2.20897, 2.73861, -3.46340], [3.79693, 1.34799, -2.16282], [-0.93587, 0.97908, -1.24744], [-3.59258, -0.70844, 2.85912], [1.54925, 0.77438, 3.56854], [0.83876, -1.49977, 0.03855], [1.43695, -1.28830, 2.39708]],
  "lowdin_charge": [-0.024, 0.148, 0.079, 0.754, 0.112, 0.144, 1.150, 1.043, -0.791, -0.484, -0.299, -0.567, -0.476, -0.068, 0.017, -0.084, -0.701, -0.234, -0.110, 0.035, -0.345, -0.209, -0.176, 0.075, 0.130, 0.132, 0.088, 0.208, 0.093, 0.188, 0.174]
}

***

3.
{
  "formula": "C14H8CrF5I2NO4S4Te",
  "method": "the ωB97M-V functional and the def2-TZVPD basis",
  "multiplicity": 4,
  "e_lumo_ha": [0.0070, 0.0057],
  "homo_lumo_gap_ha": [0.2311, 0.2474],
  "de_lowest_kj_mol": 2.50,
  "total_charge": -1,
  "s_squared": 3.82,
  "symbols": ["Cr", "O", "C", "S", "C", "C", "S", "S", "S", "I", "C", "I", "H", "H", "O", "C", "O", "C", "C", "C", "C", "C", "C", "C", "C", "C", "N", "H", "H", "H", "H", "H", "H", "F", "Te", "F", "F", "F", "F", "O"],
  "coordinates": [[0.38168, -1.57242, 0.22099], [-1.05437, 0.53505, 6.83983], [-0.55101, 0.51235, 5.75736], [0.70228, -0.65195, 5.29602], [1.01420, -0.06249, 3.68527], [0.20523, 1.15285, 3.29475], [0.42203, 1.97271, 1.91975], [-0.95579, 1.67207, 4.47957], [2.07780, -0.79218, 2.71196], [1.69029, -5.39261, -1.33788], [1.42610, -3.89362, -2.80823], [-0.49000, -2.98110, -2.73470], [1.55375, -4.33789, -3.78575], [2.16116, -3.12087, -2.62036], [3.96147, -0.91494, -1.58598], [2.82555, -0.90634, -1.14104], [2.29104, -1.78858, -0.37532], [1.89829, 0.22292, -1.56237], [2.40080, 1.25144, -2.38312], [1.55674, 2.24635, -2.76470], [0.20921, 2.22655, -2.33752], [-0.70355, 3.24438, -2.69235], [-1.99165, 3.20292, -2.23870], [-2.41488, 2.14255, -1.41522], [-1.56121, 1.13569, -1.05932], [-0.22455, 1.15777, -1.51718], [0.65296, 0.16655, -1.14557], [3.44085, 1.20216, -2.66785], [1.89594, 3.06450, -3.39010], [-0.35608, 4.05605, -3.32103], [-2.68775, 3.98883, -2.50432], [-3.43107, 2.12436, -1.04227], [-1.87346, 0.32764, -0.41247], [-3.69012, -1.76528, 1.55191], [-2.10892, -1.33800, 2.44297], [-3.24226, -1.07292, 4.00948], [-2.11882, -3.25048, 2.82034], [-2.61293, 0.51988, 1.94893], [0.64665, -2.91133, 1.40665], [-1.34561, -1.37255, 0.45753]],
  "mulliken_spin": [3.069, 0.003, 0.001, 0.006, 0.021, -0.001, 0.012, 0.000, -0.013, 0.002, -0.006, 0.026, 0.002, 0.002, 0.006, -0.040, -0.004, 0.018, -0.006, 0.006, -0.002, 0.003, -0.002, 0.001, -0.034, -0.004, 0.048, -0.001, 0.000, 0.000, 0.000, 0.000, 0.003, 0.001, 0.038, 0.002, -0.001, 0.000, 0.035, -0.191]
}

***

4.
{
  "formula": "C14H8F12IN3O3PdS2",
  "method": "the ωB97M-V functional and the def2-TZVPD basis",
  "multiplicity": 5,
  "e_lumo_ha": [-0.0450, -0.1424],
  "homo_lumo_gap_ha": [0.2739, 0.1924],
  "total_charge": 0,
  "s_squared": 6.02,
  "symbols": ["Pd", "C", "S", "C", "S", "N", "N", "C", "C", "C", "C", "C", "C", "N", "H", "H", "H", "H", "H", "H", "H", "H", "F", "C", "F", "F", "C", "O", "C", "F", "F", "F", "C", "F", "F", "F", "F", "C", "F", "F", "C", "O", "O", "I"],
  "coordinates": [[-0.03495, 0.05633, 0.85504], [-0.26941, -5.26191, 2.08288], [-1.77544, -4.30567, 2.32035], [-1.38839, -2.73618, 1.65880], [0.20474, -2.41638, 0.99306], [-2.39443, -1.91940, 1.65872], [-2.08537, -0.66634, 1.20019], [-3.02578, 0.09463, 0.80361], [-2.68630, 1.46445, 0.37048], [-3.65327, 2.32728, -0.11161], [-3.26343, 3.60114, -0.50953], [-1.93287, 3.96113, -0.41411], [-1.02065, 3.03377, 0.07971], [-1.39741, 1.82745, 0.46858], [-0.52850, -6.26393, 2.42240], [0.55087, -4.87927, 2.68432], [0.01378, -5.30698, 1.03489], [-4.05578, -0.25073, 0.77590], [-4.68315, 2.00496, -0.18515], [-3.99517, 4.29693, -0.89772], [-1.59098, 4.93794, -0.72500], [0.04204, 3.23610, 0.14542], [3.71532, 3.10992, 0.64955], [3.54650, 2.33495, -0.43311], [4.75156, 2.16220, -0.99362], [2.79432, 3.02055, -1.29384], [2.84780, 0.98805, -0.04229], [1.54813, 1.25766, 0.17215], [3.04228, -0.03153, -1.21093], [4.29602, -0.49498, -1.31002], [2.24178, -1.09645, -1.04377], [2.71508, 0.52984, -2.37771], [3.53710, 0.42283, 1.24028], [3.14118, -0.84492, 1.46727], [3.17865, 1.12825, 2.32728], [4.87105, 0.42366, 1.18725], [-0.54448, -2.39279, -3.91321], [-1.24714, -1.48336, -3.23591], [-1.12987, -0.31499, -3.86322], [-2.54403, -1.84319, -3.27794], [-0.78718, -1.40314, -1.75092], [-0.73060, -2.51855, -1.18877], [-0.58575, -0.26320, -1.30515], [0.31212, 0.47391, 3.48539]],
  "mulliken_spin": [1.289, 0.011, 0.005, -0.039, 0.808, 0.119, 0.064, 0.070, -0.017, 0.012, -0.008, 0.012, -0.010, 0.095, 0.001, -0.003, -0.002, 0.009, 0.002, 0.000, 0.001, -0.001, 0.000, 0.012, 0.002, 0.001, 0.039, 0.109, -0.005, 0.000, -0.004, 0.000, 0.004, 0.000, 0.017, -0.001, 0.001, 0.037, 0.004, 0.000, -0.011, 0.215, 0.104, 1.056]
}

***

5.
{
  "formula": "C14H8F6FeNO16PS2",
  "method": "the ωB97M-V functional and the def2-TZVPD basis",
  "multiplicity": 6,
  "e_lumo_ha": [0.0162, -0.0356],
  "homo_lumo_gap_ha": [0.1946, 0.1800],
  "total_charge": -1,
  "s_squared": 9.09,
  "symbols": ["Fe", "P", "O", "O", "O", "O", "C", "F", "F", "F", "S", "O", "O", "N", "S", "O", "O", "C", "F", "F", "F", "C", "C", "C", "O", "C", "C", "C", "O", "O", "O", "H", "H", "H", "H", "C", "C", "C", "O", "C", "C", "C", "O", "O", "O", "H", "H", "H", "H"],
  "coordinates": [[-4.21695, -23.29067, 17.40890], [-4.67282, -24.32649, 19.58821], [-5.40113, -24.77662, 18.06788], [-5.46793, -25.31237, 20.35364], [-5.13809, -22.90768, 19.10336], [-3.37227, -24.63285, 18.75231], [-7.33950, -21.60464, 15.41197], [-6.88647, -20.34913, 15.50768], [-7.79799, -21.93548, 16.60883], [-8.27536, -21.67101, 14.47723], [-5.96961, -22.83654, 14.91134], [-6.31314, -24.03627, 15.58282], [-5.90570, -22.92729, 13.49354], [-4.57113, -22.27196, 15.76278], [-3.85368, -21.10842, 14.91474], [-4.70556, -20.40467, 14.01395], [-2.97722, -20.31663, 15.72775], [-2.65342, -21.99474, 13.75513], [-1.69490, -22.53090, 14.50258], [-3.24358, -23.00795, 13.12236], [-2.15336, -21.16107, 12.86613], [-1.56864, -21.58222, 19.66782], [-0.71906, -20.86867, 20.38946], [0.38968, -20.03117, 19.81204], [1.14778, -19.41970, 20.51402], [0.48859, -20.09417, 18.35769], [-0.38032, -20.79562, 17.62721], [-1.41411, -21.72459, 18.21467], [-2.13903, -22.42532, 17.59417], [-0.28512, -20.87810, 16.29095], [-0.81937, -20.78135, 21.71986], [-2.35258, -22.16330, 20.13538], [1.21648, -19.44296, 17.88693], [0.19528, -20.10577, 15.96434], [-0.38338, -19.94957, 21.97298], [-2.54682, -28.29295, 15.76980], [-2.73238, -27.10604, 16.43929], [-2.91668, -25.82947, 15.66327], [-3.38759, -24.80450, 16.07976], [-2.44172, -25.92270, 14.29801], [-2.20994, -27.06497, 13.63715], [-2.33519, -28.35878, 14.34765], [-2.02412, -29.41365, 13.80414], [-1.84218, -27.11166, 12.37062], [-2.79517, -27.11625, 17.72060], [-2.55711, -29.24789, 16.27291], [-2.30045, -25.01156, 13.72452], [-1.69446, -28.03615, 12.10985], [-2.95401, -26.18402, 18.13739]],
  "mulliken_spin": [1.873, -0.030, 0.978, 0.003, -0.001, 0.126, 0.001, 0.000, 0.000, 0.000, 0.003, 0.006, 0.004, 0.025, -0.007, 0.005, 0.000, 0.001, 0.001, -0.001, 0.000, 0.002, 0.000, 0.000, 0.002, 0.002, 0.000, 0.012, 0.025, 0.000, 0.001, 0.006, 0.000, 0.000, 0.000, 0.300, 0.442, 0.123, 0.234, -0.004, 0.103, 0.220, 0.317, 0.032, 0.239, -0.009, 0.001, -0.005, -0.029]
}

***

6.
{
  "formula": "C14H8N2S4ScSe",
  "method": "the ωB97M-V functional and the def2-TZVPD basis",
  "e_lumo_ha": 0.0729,
  "homo_lumo_gap_ha": 0.2659,
  "de_lowest_kj_mol": 12.32,
  "total_charge": -1,
  "symbols": ["Sc", "S", "S", "S", "S", "Se", "C", "C", "C", "N", "C", "C", "H", "H", "H", "H", "N", "C", "C", "C", "C", "C", "C", "C", "C", "C", "H", "H", "H", "H"],
  "coordinates": [[-0.02495, -2.16320, -0.47019], [-1.92315, -3.67808, -0.15284], [-0.79621, -4.63509, -1.63059], [0.94110, -5.26396, -0.73780], [2.04982, -3.49369, -0.69852], [0.21256, -0.56773, 1.57237], [0.24990, -1.79681, 3.03026], [0.06125, -1.31814, 4.32668], [0.07661, -2.19884, 5.39271], [0.26141, -3.51348, 5.27810], [0.44358, -3.96514, 4.04012], [0.45370, -3.17067, 2.90419], [-0.10244, -0.26436, 4.51068], [-0.07044, -1.82244, 6.40051], [0.59359, -5.03492, 3.93273], [0.62066, -3.64954, 1.94357], [-0.20681, 7.20706, -3.68956], [-0.20781, 6.08406, -3.44169], [-0.21151, 4.68404, -3.13464], [-0.24289, 4.26908, -1.80401], [-0.24636, 2.92078, -1.50273], [-0.21977, 1.96658, -2.52326], [-0.18548, 2.39678, -3.85638], [-0.18161, 3.74217, -4.16299], [-0.23125, 0.57335, -2.22109], [-0.25591, -0.62435, -1.98595], [-0.26741, 5.00277, -1.00976], [-0.27009, 2.59161, -0.47247], [-0.16307, 1.65553, -4.64298], [-0.15704, 4.06663, -5.19449]],
  "lowdin_charge": [0.040, -0.017, -0.104, -0.101, -0.048, 0.589, -0.661, -0.142, -0.179, 0.034, -0.160, -0.126, 0.087, 0.094, 0.103, 0.034, 0.138, -0.198, -0.246, -0.026, -0.012, -0.244, -0.022, -0.032, -0.155, -0.114, 0.117, 0.118, 0.118, 0.115]
}

***

no.,DFT total energy (eV)
1,-434759.26924
2,-60567.26296
3,-133178.36276
4,-91120.30257
5,-130545.76616
6,-147020.08632